(1)
{"formula": "C8H15N3S2", "method": "ωB97M-V with the def2-TZVPD basis set", "symbols": ["C", "C", "C", "C", "C", "C", "C", "C", "H", "H", "H", "H", "H", "H", "H", "H", "H", "H", "H", "H", "H", "H", "H", "N", "N", "N", "S", "S"], "xyz": [[-2.53408, -2.29018, 0.85578], [-3.69376, -1.77758, -0.04161], [-2.93127, -0.63575, -0.82678], [-3.20020, 0.49263, 0.07892], [-1.77345, 1.22765, 0.45516], [-1.11585, 2.14821, -0.57805], [1.23134, 0.71174, -0.12665], [2.58425, -1.27757, -0.13632], [-2.21109, -1.37506, 1.56788], [-1.63375, -2.56765, 0.21969], [-3.05202, -3.19216, 1.52998], [-4.53261, -1.14674, 0.75076], [-4.12245, -2.72456, -0.65447], [-1.76908, -0.77846, -0.98901], [-3.42735, -0.39623, -1.74691], [-3.51845, 0.16789, 1.08912], [-3.82880, 1.42983, -0.28346], [-0.86506, 0.38594, 0.56840], [-2.12019, 1.84354, 1.34813], [-1.67640, 3.14976, -0.83874], [-0.91451, 1.38740, -1.32942], [3.70973, -3.08877, -0.75494], [4.23526, -2.12432, 0.67781], [0.72148, -0.32612, -0.52651], [1.44979, -1.44916, -0.54932], [3.74088, -2.07720, -0.16952], [0.55540, 2.39652, 0.15567], [2.75334, 0.37860, 0.43683]], "forces_ev_per_a": [[-1.32, -0.50, 2.51], [-0.18, -0.58, 0.46], [-0.79, -1.06, -0.36], [2.94, 5.10, 1.23], [-0.94, -0.98, 1.13], [-0.60, -0.30, 0.77], [0.74, 3.89, 1.84], [5.23, 1.04, 1.97], [-0.55, -2.33, -1.39], [-1.22, -0.10, 1.06], [2.12, 2.17, -1.50], [1.94, -2.75, -2.86], [0.67, 2.51, 1.31], [-2.51, -0.15, 0.28], [0.06, -0.27, -0.92], [-0.11, 0.53, -0.73], [0.68, -2.31, 0.51], [-3.31, 2.06, 0.70], [1.36, -0.88, -0.53], [1.41, -2.14, 0.25], [-0.15, 0.94, -1.28], [-0.31, 3.93, 2.43], [0.65, -0.23, 1.03], [-4.94, -2.35, -2.79], [-3.41, -2.02, -2.10], [-1.58, -3.12, -3.26], [0.44, -0.64, -0.85], [3.67, 0.54, 1.07]], "lumo_energy_ev": 0.5, "gap_ha": 0.3398, "e_above_lowest_kj_mol": 518.3, "largest_force_ha_per_bohr": 0.1193, "homo_ha": -0.322}

***

(2)
{"formula": "C36H44N8O6Y", "method": "ωB97M-V with the def2-TZVPD basis set", "symbols": ["Y", "C", "C", "C", "C", "C", "N", "C", "C", "C", "N", "C", "C", "C", "C", "C", "C", "C", "C", "N", "C", "C", "C", "N", "C", "C", "C", "C", "O", "C", "O", "H", "H", "H", "H", "H", "H", "H", "H", "H", "H", "H", "H", "H", "H", "H", "H", "H", "H", "H", "H", "H", "H", "H", "H", "H", "H", "H", "H", "N", "C", "C", "O", "N", "C", "C", "O", "O", "H", "H", "H", "H", "H", "H", "C", "C", "O", "N", "C", "C", "C", "C", "C", "C", "N", "H", "H", "H", "H", "H", "H", "H", "H", "H", "H"], "xyz": [[-1.21043, 0.54638, -0.24993], [6.32832, 1.52965, -1.80910], [5.00496, 1.18907, -1.19120], [4.85196, 0.91046, 0.13022], [3.57621, 0.59641, 0.68614], [3.52851, 0.12738, 1.99539], [2.42935, -0.27121, 2.59413], [2.41124, -1.01223, 3.84247], [1.05132, -1.66320, 4.05865], [0.49478, -2.39975, 2.84858], [1.39506, -3.43266, 2.36394], [1.28604, -4.15231, 1.25675], [0.53772, -4.05911, 0.07865], [0.57993, -5.28628, -0.67060], [-0.05616, -5.47492, -1.85271], [-0.04058, -6.76956, -2.60519], [-0.70186, -4.33912, -2.39259], [-0.74935, -3.11229, -1.78232], [-1.28529, -2.03628, -2.60910], [-1.29509, -0.78132, -2.40040], [-1.83065, 0.00450, -3.53175], [-0.89254, 1.08184, -4.06258], [0.45836, 0.60118, -4.59318], [1.60925, 0.55864, -3.69578], [1.45420, 0.77611, -2.46536], [2.58782, 0.83941, -1.52629], [3.84113, 1.12434, -2.00056], [2.38364, 0.60133, -0.12355], [1.23744, 0.35842, 0.38806], [-0.17724, -2.90578, -0.46501], [-0.22963, -1.78384, 0.08992], [7.13176, 1.46394, -1.07675], [6.32599, 2.54229, -2.21496], [6.56471, 0.85046, -2.62920], [5.71236, 0.90708, 0.79084], [4.45537, 0.03078, 2.55545], [1.60156, -0.18191, 1.99119], [2.63195, -0.34741, 4.68049], [3.20137, -1.76758, 3.81124], [0.32138, -0.89663, 4.33207], [1.11614, -2.33162, 4.92046], [0.29649, -1.74440, 2.00338], [-0.44950, -2.88355, 3.12488], [2.01311, -3.83075, 3.05563], [1.91817, -5.03347, 1.30278], [1.13451, -6.11142, -0.23739], [0.41536, -7.56054, -2.01172], [0.52192, -6.68087, -3.53594], [-1.05167, -7.08695, -2.86226], [-1.15473, -4.42941, -3.37540], [-1.66992, -2.40201, -3.56639], [-2.75440, 0.47269, -3.19962], [-2.07798, -0.68453, -4.34843], [-0.77956, 1.88409, -3.33040], [-1.42906, 1.54662, -4.89358], [0.77107, 1.24698, -5.41740], [0.37330, -0.39774, -5.03583], [0.47294, 0.95934, -2.03786], [3.93236, 1.30217, -3.06634], [-2.06482, -0.62498, 1.94427], [-3.15029, -1.51186, 1.46686], [-4.09267, -0.68782, 0.58829], [-5.30453, -0.74352, 0.77457], [-3.43151, 0.07999, -0.29062], [-4.26523, 1.00054, -1.04971], [-3.47716, 2.28269, -1.31833], [-4.01278, 3.36472, -1.43100], [-2.18648, 2.08178, -1.38358], [-2.47770, 0.11061, 2.50948], [-1.46124, -1.14975, 2.55998], [-2.69646, -2.31100, 0.87594], [-3.72670, -1.95417, 2.28035], [-4.57138, 0.57974, -2.01742], [-5.20045, 1.22891, -0.53447], [0.44478, 4.93839, -1.02371], [0.32803, 3.83698, -0.01266], [0.18830, 2.66479, -0.34270], [0.37772, 4.19181, 1.28940], [0.11774, 3.22374, 2.34227], [-1.36074, 3.11470, 2.62222], [-1.92413, 3.86953, 3.64105], [-3.30154, 3.88437, 3.79576], [-4.06615, 3.14304, 2.91513], [-3.42132, 2.39658, 1.94092], [-2.09338, 2.35923, 1.79091], [0.68436, 4.50200, -1.98875], [1.19610, 5.67587, -0.74500], [-0.52359, 5.43591, -1.10373], [0.36193, 5.17373, 1.51113], [0.64881, 3.54129, 3.24008], [0.53369, 2.26919, 2.01783], [-1.28382, 4.44881, 4.29329], [-3.76526, 4.46912, 4.57834], [-5.14486, 3.12606, 2.96682], [-4.00065, 1.78805, 1.26215]], "forces_ev_per_a": [[0.82, -0.06, 0.76], [0.09, 0.00, 0.01], [-0.09, -0.02, 0.01], [-0.05, 0.01, -0.03], [0.01, 0.02, -0.10], [-0.02, -0.03, 0.05], [0.04, 0.06, -0.01], [0.04, -0.02, 0.05], [-0.06, 0.01, 0.04], [-0.03, -0.02, -0.06], [0.07, -0.12, -0.05], [-0.03, 0.05, 0.08], [-0.01, 0.03, 0.07], [-0.02, -0.01, -0.02], [-0.01, 0.15, 0.06], [0.02, -0.14, -0.01], [-0.01, 0.03, 0.03], [0.01, -0.04, 0.08], [0.11, 0.05, 0.07], [-0.14, 0.17, -0.21], [-0.03, -0.11, -0.02], [-0.02, 0.08, -0.01], [0.10, 0.01, -0.05], [-0.09, 0.02, 0.01], [0.03, -0.05, 0.08], [0.04, -0.03, 0.08], [-0.01, 0.00, 0.07], [0.09, 0.06, -0.10], [-0.11, -0.05, -0.11], [0.20, -0.04, -0.26], [-0.22, -0.06, 0.00], [0.01, 0.01, 0.00], [-0.01, 0.01, -0.01], [-0.01, 0.00, -0.01], [0.02, 0.00, 0.02], [0.01, -0.01, 0.01], [-0.03, 0.00, -0.01], [0.00, -0.03, 0.00], [-0.02, 0.00, 0.02], [0.00, 0.00, -0.01], [0.03, 0.00, 0.00], [-0.03, -0.01, 0.06], [0.00, 0.05, 0.00], [-0.01, 0.00, 0.00], [0.01, 0.00, -0.01], [0.01, -0.03, -0.01], [0.01, 0.00, -0.01], [0.00, 0.01, -0.01], [-0.01, 0.00, 0.00], [0.00, -0.02, -0.01], [0.01, 0.01, 0.00], [0.02, 0.03, -0.02], [-0.01, 0.07, 0.00], [0.01, -0.03, 0.01], [0.02, -0.04, -0.02], [-0.03, -0.02, 0.01], [-0.04, 0.00, 0.01], [0.04, 0.13, -0.09], [-0.01, 0.00, -0.02], [0.00, 0.12, -0.12], [-0.03, -0.03, 0.01], [-0.01, -0.06, -0.02], [0.01, -0.09, 0.01], [-0.27, -0.02, 0.09], [-0.21, 0.09, -0.17], [-0.20, 0.03, 0.05], [-0.02, -0.05, -0.08], [0.03, 0.10, -0.17], [-0.01, -0.02, 0.01], [0.04, 0.02, 0.03], [-0.04, -0.01, 0.02], [0.00, 0.04, -0.02], [0.02, -0.01, 0.04], [0.06, 0.04, 0.02], [0.00, -0.02, 0.00], [-0.07, 0.02, -0.09], [-0.05, -0.25, 0.02], [0.00, 0.02, -0.07], [0.07, -0.02, 0.09], [0.00, 0.07, -0.04], [0.01, -0.01, -0.03], [-0.01, -0.03, -0.03], [0.03, -0.01, -0.03], [-0.08, 0.00, 0.04], [0.10, 0.00, -0.01], [0.02, 0.02, -0.01], [0.00, 0.01, 0.02], [-0.03, -0.02, -0.02], [0.02, -0.01, 0.05], [-0.01, 0.00, -0.02], [-0.03, 0.01, -0.02], [0.00, 0.01, 0.02], [0.00, 0.01, 0.02], [-0.01, 0.01, 0.01], [0.00, 0.00, -0.01]], "lumo_energy_ev": -3.3, "gap_ha": 0.2492, "largest_force_ha_per_bohr": 0.0219, "homo_ha": -0.372, "total_charge": 1}

***

(3)
{"formula": "C4H6N2O", "method": "ωB97M-V with the def2-TZVPD basis set", "symbols": ["N", "C", "C", "C", "C", "N", "O", "H", "H", "H", "H", "H", "H"], "xyz": [[-1.64908, -1.03523, -1.88700], [-0.78911, -0.64575, -1.20649], [0.76800, -0.83518, -0.59084], [0.78096, -0.36260, 0.85843], [0.24583, 1.01713, 0.66159], [-1.17886, 1.01645, 0.24254], [0.89268, 2.02918, 0.48889], [0.94106, -1.91144, -0.64006], [1.48646, -0.30157, -1.21455], [0.10584, -0.94816, 1.49014], [1.78528, -0.30373, 1.28888], [-1.86748, 0.38308, 0.63713], [-1.52157, 1.89783, -0.12864]], "forces_ev_per_a": [[0.49, 0.75, 0.80], [3.23, -2.37, -0.68], [-2.86, -0.56, -0.82], [-0.28, 0.62, 0.08], [-2.66, 1.91, -1.21], [2.12, 0.63, 1.65], [-0.23, -0.98, 0.51], [-0.03, 0.14, -0.27], [-0.31, 0.03, 0.02], [0.22, -0.08, -0.16], [-0.21, -0.14, -0.18], [0.37, 0.31, -0.05], [0.15, -0.27, 0.32]], "lumo_energy_ev": 0.6, "gap_ha": 0.3789, "e_above_lowest_kj_mol": 181.4, "largest_force_ha_per_bohr": 0.0790, "homo_ha": -0.356, "smiles": "N#CCCC(N)=O"}

***

(4)
{"formula": "C23H37NO15", "method": "ωB97M-V with the def2-TZVPD basis set", "symbols": ["C", "C", "C", "O", "C", "O", "O", "H", "H", "H", "H", "H", "H", "C", "C", "C", "O", "C", "O", "O", "H", "H", "H", "H", "H", "H", "C", "C", "C", "O", "C", "O", "O", "H", "H", "H", "H", "H", "H", "C", "C", "C", "O", "C", "O", "O", "H", "H", "H", "H", "H", "H", "C", "O", "C", "O", "O", "C", "H", "H", "H", "H", "H", "H", "C", "C", "C", "C", "N", "H", "H", "H", "H", "H", "H", "H"], "xyz": [[3.57375, 18.92617, 1.15844], [2.93851, 19.64761, -0.03255], [3.23292, 21.20418, -0.09418], [3.49836, 21.41143, -1.45824], [3.59259, 20.24529, -2.06194], [3.88214, 20.05257, -3.25298], [3.46778, 19.23235, -1.20897], [4.57490, 18.63663, 1.04678], [3.07415, 17.99760, 1.35978], [3.42215, 19.41437, 2.11407], [1.90164, 19.48130, -0.25464], [4.14741, 21.46764, 0.42787], [2.46361, 21.71141, 0.42959], [7.17536, 20.45138, -2.28993], [7.73700, 21.59738, -1.32955], [7.20174, 21.20665, 0.14234], [8.36990, 21.01817, 0.89157], [9.43390, 21.08804, 0.12668], [10.55531, 20.78847, 0.45004], [9.13954, 21.50263, -1.16918], [7.78415, 19.53791, -2.25722], [7.15872, 20.76108, -3.28408], [6.22137, 20.07590, -2.11985], [7.52648, 22.60184, -1.66340], [6.54016, 20.42952, 0.22971], [6.60627, 22.07695, 0.39658], [5.64866, 17.27279, -2.96881], [6.87568, 16.59429, -3.55153], [6.95084, 16.57110, -5.09362], [7.80073, 17.64950, -5.31324], [8.53642, 17.88373, -4.31599], [9.53526, 18.62892, -4.38774], [8.07587, 17.31672, -3.22887], [5.64464, 17.50799, -1.91435], [4.81166, 16.60552, -2.93550], [5.51095, 18.16268, -3.53044], [6.84773, 15.61083, -3.15703], [6.04922, 16.70230, -5.63333], [7.27225, 15.54827, -5.23101], [9.20388, 15.67073, -0.37231], [8.42743, 16.93979, 0.08299], [7.10441, 16.52861, 0.56174], [6.78917, 17.48391, 1.50986], [7.86672, 18.04870, 1.85191], [7.85413, 18.83530, 2.75632], [8.91402, 17.59947, 1.18573], [10.13806, 16.19863, -0.74590], [8.70140, 15.12611, -1.16358], [9.38556, 14.89589, 0.39638], [8.27511, 17.75311, -0.70453], [7.10991, 15.63105, 1.18191], [6.43960, 16.33993, -0.21952], [1.57362, 21.86074, 3.23375], [2.86730, 21.68747, 2.77636], [3.93069, 21.66768, 3.56793], [3.82136, 21.71371, 5.03091], [4.99812, 21.44820, 2.88245], [6.16202, 21.27958, 3.63038], [1.43931, 21.38539, 4.21561], [0.81171, 21.47599, 2.56482], [1.40234, 22.96833, 3.39037], [6.36823, 22.12679, 4.34285], [6.91734, 21.14642, 2.89721], [6.17251, 20.36459, 4.18269], [11.34096, 18.34298, -1.95440], [12.22633, 18.05262, -0.69263], [13.17890, 16.91813, -0.86676], [13.94699, 16.52454, 0.35516], [14.61062, 16.17760, 1.29654], [10.62558, 19.07933, -1.52880], [10.89799, 17.39042, -2.31205], [11.98127, 18.80541, -2.81492], [11.57679, 17.72041, 0.09140], [12.87014, 18.86114, -0.40155], [13.94381, 17.21045, -1.53110], [12.81759, 16.12387, -1.45906]], "forces_ev_per_a": [[-2.27, -0.08, 0.37], [0.25, 1.97, 2.04], [1.20, -2.18, 1.48], [-1.04, 1.07, -0.56], [1.72, -1.39, -4.28], [-0.98, 0.98, 3.15], [1.76, -1.46, -2.42], [1.62, 0.24, -0.47], [-0.50, -0.75, -0.33], [0.22, 0.62, -0.16], [-1.11, -0.02, 1.35], [0.18, -0.19, 0.27], [-1.03, 1.07, -0.63], [2.50, 0.79, 0.94], [-1.37, -3.53, 0.52], [0.99, 3.91, -2.18], [-0.80, 0.09, 0.76], [2.78, -0.33, -1.59], [-1.40, 0.53, -0.14], [0.10, -0.47, 1.24], [0.43, 0.51, 0.27], [0.21, 0.63, -1.84], [-2.02, 0.02, 0.96], [-0.45, 0.14, 0.06], [-1.13, -2.54, -0.16], [0.25, 0.38, 1.08], [0.65, -0.09, 0.18], [-1.74, 0.86, 0.47], [-0.74, -0.91, 2.34], [-1.32, -0.85, -4.52], [5.61, 4.12, 1.08], [-2.86, -2.25, 0.70], [-0.26, -1.22, 1.66], [0.96, 0.41, 0.41], [-0.73, -0.40, -1.02], [-0.90, 0.87, -0.30], [0.97, -1.06, 0.41], [-0.96, 0.37, -0.25], [1.19, 0.05, -1.32], [1.58, 2.20, -0.11], [-0.72, -1.34, -2.54], [-0.14, -2.34, 1.11], [-4.44, -0.29, -1.57], [1.71, 2.69, 3.64], [0.97, 0.31, -0.04], [2.22, 0.62, 1.01], [-0.61, -1.72, 0.22], [-0.15, 0.42, -0.44], [0.08, 0.96, 0.06], [0.57, -1.40, 0.29], [0.50, -0.67, -0.46], [-1.60, 0.38, -1.07], [-1.36, 1.85, 2.47], [1.80, -0.31, -1.03], [-2.52, -0.34, 8.59], [0.81, -0.07, -9.14], [-1.29, 0.53, -0.22], [1.91, 0.75, 1.51], [0.14, 0.09, -0.26], [0.46, -0.16, -0.53], [0.00, -1.17, -0.20], [-0.37, -0.74, -0.95], [0.89, 0.28, -0.43], [-0.47, -0.55, 0.46], [1.91, 0.70, 0.32], [-0.47, -0.63, -0.98], [1.60, -0.06, 0.52], [2.33, -1.96, 3.70], [-3.25, 1.78, -4.50], [0.07, -0.48, -1.12], [-0.04, 0.82, 0.12], [-1.39, -0.76, 1.53], [-0.53, 0.55, 0.82], [-0.47, 0.91, 0.36], [1.30, 0.85, -0.88], [-0.97, -1.63, 0.16]], "lumo_energy_ev": 0.0, "gap_ha": 0.3834, "e_above_lowest_kj_mol": 229.0, "largest_force_ha_per_bohr": 0.1784, "homo_ha": -0.382, "smiles": "C[C@H]1COC(=O)O1.C[C@H]1COC(=O)O1.C[C@H]1COC(=O)O1.C[C@H]1COC(=O)O1.COC(=O)OC.CCCC#N"}